{"formula": "C26H36F3N4O8Pt2S", "method": "the ωB97M-V functional and the def2-TZVPD basis", "elements": ["H", "H", "H", "H", "C", "C", "H", "C", "C", "C", "O", "H", "C", "H", "H", "H", "C", "H", "N", "H", "H", "S", "C", "C", "O", "H", "H", "H", "C", "Pt", "F", "C", "C", "H", "C", "O", "C", "H", "H", "H", "H", "C", "C", "C", "N", "C", "O", "F", "H", "H", "H", "O", "H", "H", "C", "O", "H", "F", "C", "O", "O", "H", "C", "C", "C", "H", "H", "Pt", "H", "N", "H", "H", "H", "H", "C", "C", "H", "H", "C", "N"], "coordinates": [[-3.021799, 4.925503, -4.211079], [-1.817619, 0.891463, -6.791769], [-1.428309, 0.297833, -1.030919], [3.374461, -4.288527, 1.364771], [-2.728779, 4.072913, -6.170689], [1.024881, 0.680433, 5.655661], [-4.960199, 2.277023, -0.403809], [-2.731649, 4.045933, -4.766569], [-6.297819, -0.095657, -2.373599], [-2.044729, 1.770663, -6.207109], [2.339201, -1.708797, -3.255309], [2.081401, 1.732253, 2.636761], [-1.037459, -3.346457, 5.227891], [-5.128879, -1.541277, -3.468279], [1.474781, -1.312227, 6.374201], [-2.445469, 2.854713, -8.008659], [-0.363779, 0.493853, -1.159169], [-2.856689, -2.319487, 5.752241], [2.419641, -0.174407, 3.251131], [0.984491, 2.608703, 4.693261], [1.752521, -4.837107, 1.576141], [5.322031, -0.147367, -1.415999], [-2.423119, 2.901023, -6.929889], [0.902901, 4.460983, 1.585651], [0.945151, 3.426573, 0.595231], [-1.309629, -1.286807, 1.966451], [1.173201, -2.897217, 1.921221], [2.212861, -4.245647, -0.021499], [1.525761, -0.643547, 5.527631], [-2.287999, 2.647693, -1.831659], [7.447611, -1.669487, -1.102369], [2.253411, -0.997537, 4.399031], [1.840411, 1.097813, 3.476881], [2.003771, -2.375657, -1.351989], [-5.074869, -0.688807, -2.807379], [2.042091, -2.808747, 1.522731], [-3.967469, -0.083187, -2.302669], [0.806491, -3.125657, -2.453089], [0.302241, 0.785713, 0.984991], [-7.231799, 1.224513, -1.001129], [-2.996379, -0.451817, -2.598459], [7.174411, -0.425157, -0.882039], [-5.072689, 1.428473, -1.062379], [2.349671, -4.093007, 1.049051], [-0.219789, -2.830707, 2.995351], [1.179381, 1.549883, 4.607651], [4.516741, -0.933767, -0.431889], [7.306481, -0.166417, 0.468901], [0.209221, 5.288963, 1.439511], [2.425741, -3.617997, -2.495909], [1.737731, -0.994707, -3.031899], [1.988881, 0.373053, -0.014939], [-7.221659, -0.576177, -2.659969], [-3.069169, -1.035417, 3.667691], [1.816031, -2.723607, -2.367759], [5.006941, 1.256653, -1.410309], [0.589071, 3.846473, 2.429451], [7.916771, 0.375203, -1.588209], [-2.203119, -1.659257, 3.832611], [5.257671, -0.598657, -2.813889], [-0.246019, 1.828153, -1.680349], [0.542081, -4.304617, 4.341981], [-1.250909, -1.895307, 2.856781], [0.601911, 0.149063, 0.152541], [-2.038749, 1.829613, -4.791309], [-1.532359, 1.028943, -4.272749], [-3.005749, 4.973213, -6.699039], [3.341561, -0.844397, 1.277061], [0.086081, 3.003193, 0.661111], [-2.379159, 2.915933, -3.974009], [1.941591, 4.734533, 1.771081], [0.509711, -0.869417, 0.529771], [2.620211, -2.013257, 4.412191], [0.542851, 0.971523, 6.577241], [-0.176609, -3.521327, 4.151351], [-6.294569, 0.877173, -1.410219], [-0.975629, -3.973507, 6.105031], [-0.062949, -0.163797, -1.974699], [-2.062399, -2.418027, 5.027131], [-3.924099, 1.078303, -1.640729]], "atomic_forces_ev_per_a": [[0.05, 0.01, 0.07], [0.30, -0.32, 0.59], [-0.06, -0.19, 0.97], [0.18, -0.20, -0.50], [0.14, -1.38, 0.12], [-0.82, -1.07, 1.75], [-0.44, 0.09, 0.17], [0.43, -1.74, 0.71], [0.66, -1.79, -0.24], [-0.83, 1.32, 0.56], [-1.84, -1.11, 0.41], [-0.31, 0.50, -0.01], [-1.19, 1.21, -1.22], [0.54, -0.02, 0.13], [0.00, -0.25, -0.09], [-0.06, 0.30, -0.02], [1.86, 0.11, -0.27], [0.08, 0.08, 0.33], [-0.56, -0.97, 1.11], [-0.32, 0.04, -0.15], [-0.27, -0.05, 0.00], [-0.97, 1.12, -2.78], [-0.02, 0.60, 1.97], [0.44, -2.06, 0.80], [-0.36, 1.01, -0.84], [0.46, -0.31, -0.38], [-1.10, 0.83, 0.85], [0.11, 0.29, -0.05], [1.07, 0.75, -1.29], [1.01, -1.24, -0.54], [0.94, -1.37, -0.13], [-0.87, 0.06, 0.29], [0.75, 0.05, -1.18], [-0.28, -0.04, 0.24], [-2.50, 1.14, 1.08], [0.67, 0.20, -0.84], [2.29, -0.05, -1.86], [-0.53, 0.76, -0.55], [-0.73, 0.39, 0.09], [0.15, 0.14, 0.20], [0.24, -0.08, -0.05], [-3.55, 1.09, 1.31], [0.16, 1.37, -0.23], [0.86, -0.75, 0.51], [-1.89, 0.80, 0.60], [1.44, -0.17, -1.85], [1.22, -0.79, -0.69], [0.26, -0.14, -1.37], [0.18, 0.11, -0.41], [0.30, 0.08, -0.11], [0.47, 0.80, -0.30], [-1.23, -0.64, -0.42], [-0.18, 0.25, -0.25], [0.19, 0.22, 0.05], [1.87, -0.39, 0.34], [0.73, 0.27, 1.52], [-0.12, 0.90, 0.97], [0.92, 0.39, -0.13], [1.08, -1.81, 0.93], [0.71, -1.11, 2.16], [-1.35, -0.42, 1.15], [0.62, 0.06, -0.85], [1.21, -0.99, 0.82], [1.38, 1.14, -0.03], [0.64, 1.06, 0.75], [-0.42, -0.30, 0.29], [-0.01, 0.15, 0.23], [-1.93, 1.78, 1.30], [0.13, -0.34, -0.30], [-0.34, 0.28, -4.80], [-0.24, 0.49, -0.15], [-0.87, -0.45, -0.59], [0.40, -0.05, -0.57], [-0.06, 0.10, 0.06], [-0.18, 0.44, -0.04], [0.01, 0.15, 0.00], [0.05, 0.14, 0.05], [0.32, -0.35, -0.07], [-0.53, 0.14, -0.28], [-0.58, -0.30, 0.95]], "spin_multiplicity": 6, "charge": 0, "homo_lumo_gap_ev": [1.66, 4.78], "molar_mass_g_mol": 1011.811, "homo_ev": [-3.415, -7.315]}